Record 1
A cluster of 2 separate species, C12H26BrN2O5PS in total, computed with the ωB97M-V functional and the def2-TZVPD basis.

The geometry in XYZ format:
```
48
Properties=species:S:1:pos:R:3:mulliken_charge:R:1
C 2.99 -1.71 0.95 -1.451
C 2.03 -0.55 1.27 -0.190
C 1.79 0.25 -0.02 0.173
C 3.04 1.10 -0.38 -1.516
N 0.60 1.22 0.01 0.404
C 0.32 1.57 -1.44 0.219
P 0.40 3.37 -1.89 0.114
S 0.24 4.65 -0.48 -0.281
C -1.01 0.94 -1.88 -1.136
O -1.03 -0.40 -1.43 -0.401
C -1.21 -0.52 -0.02 0.988
C -2.65 -0.82 0.38 -1.557
C -3.14 -2.27 0.14 0.370
O -4.56 -2.26 -0.12 -0.572
C -2.47 -2.99 -1.04 -0.458
N -3.18 -4.24 -1.39 -0.635
C -0.60 0.67 0.73 -1.694
Br -1.83 2.10 1.14 0.037
H 3.27 -2.23 1.88 0.445
H 3.91 -1.38 0.45 0.303
H 2.50 -2.44 0.29 0.336
H 2.44 0.09 2.05 0.115
H 1.11 -1.01 1.64 0.212
H 1.61 -0.48 -0.82 0.587
H 2.84 2.17 -0.23 0.302
H 3.89 0.83 0.26 0.472
H 3.33 0.97 -1.43 0.314
H 0.89 2.07 0.58 0.139
H 1.08 1.08 -2.06 0.457
H -0.60 3.43 -2.88 0.099
H 1.58 3.43 -2.65 0.089
H -1.89 1.53 -1.57 0.378
H -1.01 0.90 -2.98 0.565
H -0.59 -1.39 0.28 0.319
H -2.71 -0.62 1.46 0.335
H -3.32 -0.12 -0.13 0.592
H -3.00 -2.87 1.06 0.191
H -4.93 -1.45 0.26 0.336
H -2.48 -2.33 -1.91 0.349
H -1.42 -3.19 -0.77 0.260
H -2.98 -4.49 -2.35 0.248
H -2.84 -5.02 -0.82 0.237
H -0.28 0.35 1.73 0.821
C 1.88 2.09 3.15 0.658
O 2.96 2.31 3.67 -0.722
O 1.64 2.88 1.96 -0.434
O 0.96 1.30 3.39 -0.655
H 2.41 3.45 1.94 0.241
```

Total energy in hartree: -4272.0614
Kohn-Sham gap in eV: 8.32
HOMO energy in hartree: -0.30963
Lowest unoccupied orbital energy in hartree: -0.00399



Record 2
A structure of composition C12H26CdINO8SbSe at a distorted geometry, computed with the ωB97M-V functional and the def2-TZVPD basis.

The geometry in XYZ format:
```
51
Properties=species:S:1:pos:R:3:mulliken_charge:R:1
Cd -0.24 0.59 1.11 2.922
O -2.05 -0.01 2.07 -0.874
Se -2.08 -1.36 1.10 0.954
O -2.69 -1.00 -0.35 -0.619
O -0.48 -1.72 0.91 -0.793
O -2.87 -2.55 1.82 -0.749
N -0.61 0.68 4.77 -0.311
C -0.14 -0.33 4.01 0.624
O 0.76 -0.14 3.18 -0.756
C -0.56 -1.75 4.35 -0.777
I -2.38 -1.95 5.40 0.023
H -0.40 1.61 4.44 0.281
H -1.50 0.56 5.23 0.157
H 0.22 -2.20 4.96 0.520
H -0.67 -2.31 3.43 0.161
C 1.87 1.86 -2.64 -1.079
C 1.12 0.60 -3.06 -0.917
Sb -0.47 0.09 -1.61 -0.005
C -0.62 -1.93 -2.45 -0.617
C -1.14 -2.00 -3.88 -1.201
C -2.02 1.18 -2.72 -0.800
C -3.08 1.78 -1.80 -1.133
H 2.70 2.07 -3.32 0.357
H 2.28 1.75 -1.63 0.147
H 1.21 2.72 -2.63 0.299
H 1.80 -0.24 -3.15 0.487
H 0.66 0.75 -4.04 0.464
H -1.26 -2.49 -1.78 0.393
H 0.39 -2.35 -2.39 0.403
H -2.17 -1.65 -3.93 0.318
H -1.12 -3.02 -4.24 0.390
H -0.53 -1.38 -4.55 0.258
H -2.47 0.49 -3.43 0.391
H -1.48 1.96 -3.26 0.449
H -3.50 0.99 -1.17 0.252
H -3.89 2.23 -2.38 0.401
H -2.65 2.54 -1.14 0.267
C 4.43 -0.11 1.09 -1.509
C 2.99 -0.28 0.70 0.981
C 2.58 -1.62 0.17 -0.545
O 2.21 0.66 0.76 -0.679
H 5.08 -0.49 0.30 0.378
H 4.63 -0.69 2.00 0.356
H 4.64 0.94 1.28 0.343
H 3.29 -2.40 0.45 0.410
H 2.52 -1.56 -0.92 0.181
H 1.58 -1.87 0.53 -0.014
O -0.87 4.56 2.28 -0.642
C -0.97 3.35 2.11 0.099
O -0.49 2.65 1.16 -0.869
H -1.58 2.77 2.87 0.223
```

Total charge: -1
Total energy in hartree: -4236.6576
Kohn-Sham gap in eV: 7.87
HOMO energy in hartree: -0.20405
Lowest unoccupied orbital energy in hartree: 0.08523



Record 3
A structure of composition C12H26Cl3Ge2N2O3PPdSSe, computed with the ωB97M-V functional and the def2-TZVPD basis.

The geometry in XYZ format:
```
52
Properties=species:S:1:pos:R:3:mulliken_spin:R:1
Pd 1.28 -0.31 0.64 0.611
C 4.21 2.96 1.99 -0.002
C 3.77 1.66 2.62 0.010
O 2.36 1.67 2.98 0.037
P 1.16 1.53 1.95 0.000
O -0.09 1.51 2.88 0.012
C -0.27 0.58 4.00 -0.002
C -0.13 1.34 5.30 0.002
O 1.03 2.87 1.15 0.003
C 0.81 4.16 1.82 0.005
C 1.14 5.24 0.82 0.000
H 5.28 2.92 1.81 0.000
H 4.01 3.80 2.66 0.000
H 3.71 3.14 1.04 0.002
H 4.28 1.48 3.57 -0.001
H 3.96 0.81 1.97 0.005
H 0.47 -0.22 3.91 -0.004
H -1.26 0.16 3.86 0.000
H 0.88 1.74 5.40 0.000
H -0.32 0.66 6.13 0.000
H -0.85 2.15 5.35 0.000
H 1.45 4.20 2.70 0.000
H -0.23 4.18 2.12 0.000
H 2.19 5.20 0.53 0.000
H 0.96 6.22 1.28 0.001
H 0.52 5.16 -0.06 0.000
S 2.75 -1.61 2.39 -0.002
C 1.69 -2.81 2.15 -0.001
N 0.87 -3.63 1.97 0.002
Se -1.95 -2.02 -4.18 0.000
C -1.74 -0.24 -3.77 0.000
N -1.59 0.88 -3.54 0.001
C 1.84 0.07 -3.72 0.010
Ge 2.04 1.08 -2.07 -0.002
C 3.68 0.47 -1.17 0.024
C 2.11 3.00 -2.37 0.013
C 0.46 0.76 -0.90 0.100
H 2.77 0.14 -4.29 0.001
H 1.03 0.49 -4.32 0.000
H 1.63 -0.98 -3.53 -0.001
H 4.52 0.70 -1.83 0.004
H 3.69 -0.61 -1.01 0.000
H 3.88 0.97 -0.23 -0.005
H 3.00 3.26 -2.95 0.001
H 2.14 3.54 -1.43 -0.001
H 1.23 3.32 -2.92 0.001
H -0.27 0.07 -1.31 -0.008
H -0.04 1.67 -0.58 0.010
Cl -2.78 -2.61 -2.27 0.000
Ge -0.45 -3.40 0.45 -0.001
Cl -1.02 -1.24 1.27 0.149
Cl 1.22 -2.30 -0.89 0.028
```

Energy relative to the best compared isomer or geometry (same formula, charge and spin) in kcal/mol: 24.6
Total charge: +1
Multiplicity: 2
<S²>: 0.75
Total energy in hartree: -9611.2275
Kohn-Sham gap (spin up / spin down) in eV: 8.25 / 6.56
HOMO energy (spin up / spin down) in hartree: -0.44571 / -0.44973
Lowest unoccupied orbital energy (spin up / spin down) in hartree: -0.14238 / -0.20864



Record 4
A cluster of 8 separate species, C12H26Cl5N7O14 in total at a distorted geometry, computed with the ωB97M-V functional and the def2-TZVPD basis.

The geometry in XYZ format:
```
64
Properties=species:S:1:pos:R:3:mulliken_charge:R:1
C 23.33 -26.73 -6.25 -1.112
C 22.13 -27.32 -5.57 -0.391
N 21.01 -27.42 -6.53 0.170
C 20.52 -28.52 -7.13 -0.340
C 19.39 -28.14 -7.76 -0.359
N 19.12 -26.86 -7.53 0.161
C 20.15 -26.36 -6.83 -0.285
C 17.88 -26.20 -7.93 -0.740
H 23.52 -27.16 -7.23 0.349
H 24.21 -26.93 -5.63 0.354
H 23.19 -25.66 -6.39 0.339
H 21.78 -26.70 -4.75 0.313
H 22.38 -28.34 -5.30 0.305
H 20.91 -29.49 -6.87 0.407
H 18.67 -28.71 -8.32 0.447
H 20.28 -25.36 -6.45 0.406
H 17.91 -25.55 -8.80 0.324
H 17.55 -25.47 -7.18 0.343
H 17.15 -26.98 -8.10 0.309
Cl 12.89 -31.96 -10.17 1.635
O 11.75 -31.18 -10.04 -0.642
O 13.66 -32.10 -9.00 -0.650
O 12.55 -33.32 -10.51 -0.682
O 13.58 -31.38 -11.25 -0.661
C 32.21 -24.61 -2.98 0.383
Cl 31.52 -25.30 -1.51 -0.097
Cl 30.97 -24.15 -4.14 -0.093
Cl 33.15 -23.23 -2.39 -0.094
Cl 33.27 -25.80 -3.76 -0.098
C 11.38 -27.85 -15.19 -0.757
N 11.10 -26.77 -14.26 0.809
O 12.04 -26.40 -13.57 -0.480
O 9.94 -26.27 -14.27 -0.502
H 11.09 -27.54 -16.19 0.300
H 11.02 -28.88 -15.07 0.305
H 12.46 -27.94 -15.28 0.324
C 26.52 -34.19 -10.12 -0.625
N 25.08 -34.65 -9.98 0.782
O 24.62 -34.25 -8.95 -0.487
O 24.50 -35.35 -10.85 -0.496
H 26.93 -34.26 -11.13 0.278
H 27.07 -34.80 -9.41 0.270
H 26.57 -33.17 -9.74 0.278
C 22.20 -20.04 -9.57 -0.671
N 20.95 -20.52 -10.20 0.829
O 19.98 -20.77 -9.53 -0.522
O 20.96 -20.54 -11.41 -0.497
H 22.27 -20.33 -8.52 0.289
H 22.23 -18.96 -9.65 0.280
H 23.12 -20.31 -10.08 0.292
C 17.29 -30.91 -2.16 -0.598
N 18.57 -31.13 -1.40 0.835
O 19.59 -31.22 -2.00 -0.531
O 18.49 -31.39 -0.22 -0.512
H 17.48 -30.20 -2.96 0.235
H 16.56 -30.63 -1.40 0.290
H 16.89 -31.85 -2.55 0.281
C 18.86 -18.19 -3.23 -0.608
N 19.23 -19.64 -3.32 0.800
O 20.41 -19.91 -3.13 -0.507
O 18.38 -20.40 -3.77 -0.503
H 17.80 -18.19 -2.98 0.274
H 18.98 -17.73 -4.22 0.268
H 19.48 -17.60 -2.55 0.276
```

Energy relative to the best compared isomer or geometry (same formula, charge and spin) in kcal/mol: 86.0
Total energy in hartree: -4209.5299
Kohn-Sham gap in eV: 5.20
HOMO energy in hartree: -0.24878
Lowest unoccupied orbital energy in hartree: -0.05774